ORCA calculation (ωB97M-V/def2-TZVPD) on a 2-piece molecular cluster, C5H9N overall in a non-equilibrium geometry.

Each line ends with the natural charge from an NBO analysis.
Cartesian coordinates (Å):
H 0.1189 1.2535 1.4407  0.203
C -1.3303 1.3130 -0.0865  -0.518
H -1.6520 -1.9181 0.5690  0.189
N 0.0648 -0.6681 0.5484  -0.614
C -0.3177 0.7576 0.5853  0.027
H -1.7949 0.8584 -0.9438  0.194
H 3.0713 1.0894 0.6227  0.218
H -0.2414 -2.5280 -0.3483  0.204
H -1.6220 2.3254 0.1302  0.214
C 2.5499 0.9215 -0.2934  -0.312
H 0.5390 -0.9904 1.3809  0.388
H -1.2121 -1.2102 -0.9981  0.199
C 1.5813 0.3342 -0.8219  -0.192
H 1.0555 0.0955 -1.7120  0.214
C -0.8103 -1.6336 -0.0733  -0.413

* SMILES: C=CNC.C#C
* charge: 0
* HOMO: -8.0 eV
* lowest unoccupied orbital energy: 1.04 eV
* energy above the lowest of the compared OMol25 structures with the same formula, charge and spin: 4.483 eV

---

ORCA calculation (ωB97M-V/def2-TZVPD) on one molecule with the formula C5H9N in a non-equilibrium geometry.

Each line ends with the natural charge from an NBO analysis.
Cartesian coordinates (Å):
H -2.6934 1.2033 0.4894  0.225
H 2.0945 -0.0435 -1.6792  0.381
H -1.2444 -0.9786 0.5608  0.197
C 1.2495 -0.1446 0.1405  0.164
H -2.5971 0.9784 -1.3408  0.218
H 0.5990 -0.6300 2.0737  0.197
C 0.0201 0.3655 -0.4668  -0.272
C -1.1626 -0.1255 -0.1022  -0.117
H 2.3730 -0.8728 1.8147  0.194
H -3.2348 -0.2710 -0.3181  0.210
H 3.1731 -0.6441 -0.3937  0.388
N 2.3906 -0.1217 -0.7268  -0.834
H 0.0856 1.2326 -1.1139  0.210
C -2.4989 0.5411 -0.3503  -0.652
C 1.4459 -0.4889 1.4127  -0.510

* SMILES: C=C(N)/C=C/C
* charge: 0
* HOMO: -8.0 eV
* lowest unoccupied orbital energy: 1.17 eV
* energy above the lowest of the compared OMol25 structures with the same formula, charge and spin: 1.318 eV

---

ORCA calculation (ωB97M-V/def2-TZVPD) on one molecule with the formula C5H9N in a non-equilibrium geometry.

Each line ends with the natural charge from an NBO analysis.
Cartesian coordinates (Å):
C 0.1994 0.9517 0.3824  -0.246
H 0.0191 -0.7396 3.3318  0.204
C -0.1443 -1.0334 -2.6438  -0.535
C -0.4103 -0.1712 2.5157  -0.380
N -0.2047 -0.2784 -0.2988  -0.614
H -1.2798 -0.6618 2.0949  0.188
H 1.3810 -0.0645 -1.6436  0.177
C 0.2046 0.8380 1.9155  -0.189
C 0.3770 -0.4696 -1.5479  0.028
H -0.9938 -1.6999 -2.6072  0.196
H 1.2156 1.1755 0.0736  0.205
H -0.4738 1.7652 0.0801  0.188
H 0.3074 -0.7339 -3.5763  0.210
H 1.0114 1.4405 2.3172  0.196
H -1.2089 -0.3186 -0.3935  0.371

* SMILES: C=CCNC=C
* charge: 0
* HOMO: -8.1 eV
* lowest unoccupied orbital energy: 1.14 eV
* energy above the lowest of the compared OMol25 structures with the same formula, charge and spin: 2.474 eV

---

Number 1: gap between HOMO and LUMO 9.05 eV. Number 2: gap between HOMO and LUMO 9.12 eV. Number 3: gap between HOMO and LUMO 9.23 eV.